Record 1
{
  "formula": "C2H2N2O2S",
  "method": "the ωB97M-V functional and the def2-TZVPD basis",
  "orbital_gap_ha": 0.3527,
  "smiles": "O=C1ON=CNS1",
  "relative_energy_kj_mol": 178.7,
  "total_energy_ha": -735.519201,
  "homo_ev": -9.5586,
  "elements": ["C", "C", "H", "H", "N", "N", "O", "O", "S"],
  "xyz": [[-1.086194, -0.229982, 0.136352], [1.369904, 1.024452, -0.524986], [2.426454, -0.234379, 0.668206], [2.268624, 1.452860, -0.973764], [1.493547, 0.058853, 0.446605], [0.261517, 1.487175, -0.960680], [-2.173799, -0.661975, 0.371794], [-0.888732, 1.043588, -0.241999], [0.363591, -1.241275, 0.324846]],
  "atomic_forces_ev_per_a": [[-0.13, -0.31, 0.33], [-0.13, 0.00, -0.05], [0.19, -0.13, 0.07], [-0.24, -0.12, 0.12], [-0.24, 0.38, -0.28], [0.46, -0.10, 0.04], [0.33, 0.12, -0.19], [-0.17, 0.15, 0.00], [-0.08, 0.00, -0.05]]
}

=====

Record 2
{
  "formula": "C4H4N2O",
  "method": "the ωB97M-V functional and the def2-TZVPD basis",
  "orbital_gap_ha": 0.3576,
  "smiles": "O=c1cc[nH]cn1",
  "relative_energy_kj_mol": 20.6,
  "total_energy_ha": -339.573829,
  "homo_ev": -9.3563,
  "elements": ["O", "C", "C", "C", "N", "C", "N", "H", "H", "H", "H"],
  "xyz": [[0.994613, 0.378808, -2.507518], [0.632311, 0.144344, -1.372455], [-0.789079, 0.011578, -1.000700], [-1.145506, -0.082905, 0.290570], [-0.166226, -0.087730, 1.268063], [1.147291, -0.087480, 0.879711], [1.575598, -0.024708, -0.327591], [-1.525629, 0.023277, -1.796606], [-2.170324, -0.205354, 0.631319], [-0.407179, 0.101454, 2.225905], [1.851542, -0.169251, 1.706977]],
  "atomic_forces_ev_per_a": [[-0.13, -0.11, 0.38], [0.01, 0.02, -0.20], [0.03, -0.02, 0.09], [0.10, -0.01, -0.07], [-0.04, 0.11, -0.48], [-0.05, 0.07, 0.05], [-0.26, 0.02, 0.21], [0.10, -0.07, 0.15], [0.19, 0.19, -0.05], [0.04, -0.26, 0.03], [0.01, 0.05, -0.13]]
}

=====

Record 3
{
  "formula": "C23H35MgN5OPS",
  "method": "the ωB97M-V functional and the def2-TZVPD basis",
  "orbital_gap_ha": 0.1441,
  "charge": -1,
  "relative_energy_kj_mol": 14.8,
  "total_energy_ha": -2186.118351,
  "homo_ev": -1.4199,
  "elements": ["Mg", "S", "C", "C", "C", "C", "C", "C", "N", "C", "C", "C", "C", "C", "C", "C", "H", "H", "H", "H", "H", "H", "H", "H", "C", "N", "C", "P", "O", "N", "C", "C", "N", "C", "C", "H", "H", "H", "H", "H", "H", "H", "H", "H", "H", "H", "H", "H", "H", "H", "H", "H", "H", "C", "C", "C", "C", "N", "H", "H", "H", "H", "H", "H", "H", "H", "H"],
  "xyz": [[-0.324458, 0.190202, 0.533967], [-2.942161, -3.280926, 3.100716], [-2.771715, -2.091973, 4.344980], [-3.292082, -2.104629, 5.635712], [-3.015087, -1.028648, 6.458293], [-2.231173, 0.034097, 5.995109], [-1.715733, 0.042677, 4.714284], [-1.989195, -1.031282, 3.869135], [-1.550038, -1.172097, 2.560627], [-1.953191, -2.268291, 2.032619], [-1.657741, -2.687402, 0.649498], [-1.986064, -3.988979, 0.258322], [-1.778277, -4.406658, -1.042104], [-1.217136, -3.512111, -1.944672], [-0.852308, -2.241648, -1.518002], [-1.059624, -1.750480, -0.217439], [-3.898305, -2.932216, 5.980777], [-3.402942, -1.014476, 7.468978], [-2.025386, 0.870237, 6.651101], [-1.108213, 0.862156, 4.356948], [-2.399857, -4.689064, 0.977214], [-2.049165, -5.410320, -1.346651], [-1.070987, -3.808563, -2.978664], [-0.389496, -1.596652, -2.258783], [4.021104, 1.268489, -2.490793], [2.742167, 1.327102, -3.207463], [2.300003, 2.725969, -3.312082], [1.553903, 0.320855, -2.563954], [1.084502, 0.681153, -1.208708], [2.319583, -1.156087, -2.586057], [2.621129, -1.888439, -3.797923], [2.370675, -1.978285, -1.384937], [0.331182, 0.515708, -3.667279], [-1.020709, 0.820417, -3.208182], [0.425414, 0.206059, -5.077041], [4.760660, 1.851837, -3.042779], [4.368241, 0.240034, -2.425753], [3.939961, 1.678264, -1.477896], [3.066953, 3.298580, -3.837113], [2.133631, 3.173171, -2.326482], [1.373358, 2.786226, -3.878485], [2.704961, -1.218685, -4.647363], [1.859338, -2.647653, -4.015666], [3.581311, -2.401641, -3.684812], [2.021323, -1.411468, -0.526759], [3.406137, -2.284902, -1.199749], [1.750001, -2.872502, -1.486426], [-1.010714, 1.093119, -2.155743], [-1.698129, -0.026890, -3.351291], [-1.404623, 1.672349, -3.778375], [1.459858, 0.228257, -5.408625], [-0.117155, 0.965879, -5.648604], [-0.013751, -0.769255, -5.319201], [0.417347, 4.144351, 2.033277], [-0.281890, 2.767436, 2.220813], [-1.759286, 3.088881, 2.591487], [0.401749, 2.110158, 3.451304], [-0.174143, 1.994334, 1.042135], [0.318805, 4.807311, 2.907146], [-0.017875, 4.635484, 1.160319], [1.478254, 3.972986, 1.835019], [-1.876601, 3.565022, 3.578863], [-2.339256, 2.164943, 2.560170], [-2.170455, 3.758841, 1.832698], [0.187496, 2.630183, 4.399228], [1.483132, 2.111655, 3.293764], [0.082741, 1.067801, 3.527354]],
  "atomic_forces_ev_per_a": [[0.03, 0.64, -0.14], [0.03, 0.04, -0.15], [-0.02, -0.07, -0.01], [0.02, 0.03, -0.02], [0.05, -0.02, -0.04], [-0.05, -0.08, 0.04], [-0.20, 0.07, 0.10], [-0.08, -0.06, 0.13], [0.20, 0.29, 0.05], [-0.14, -0.39, 0.00], [0.02, 0.03, -0.06], [-0.06, -0.01, 0.08], [0.01, 0.00, -0.03], [-0.06, -0.02, 0.04], [-0.15, 0.12, -0.04], [0.24, -0.22, -0.06], [0.00, 0.00, 0.01], [-0.02, 0.01, 0.00], [0.00, 0.01, 0.00], [-0.58, -0.24, 0.32], [-0.04, 0.01, -0.01], [0.01, 0.00, 0.00], [0.06, 0.00, 0.00], [0.01, 0.03, -0.01], [0.02, -0.02, -0.10], [-0.08, 0.05, 0.29], [0.03, -0.01, -0.09], [0.29, 0.43, -0.11], [-0.04, -0.69, -0.06], [-0.39, -0.11, 0.02], [0.08, 0.04, 0.08], [0.12, 0.01, 0.03], [-0.16, -0.33, 0.12], [0.00, 0.03, -0.04], [-0.01, 0.15, 0.03], [0.00, 0.00, -0.01], [0.00, -0.01, 0.00], [-0.02, 0.01, 0.00], [0.01, -0.01, -0.01], [-0.01, -0.01, 0.01], [-0.01, -0.01, 0.00], [0.04, 0.04, -0.05], [-0.01, 0.01, -0.01], [0.00, -0.01, 0.00], [-0.01, -0.01, -0.02], [0.01, -0.02, -0.02], [0.00, 0.02, 0.01], [0.01, 0.04, 0.00], [0.01, -0.02, 0.00], [-0.01, 0.01, 0.00], [0.05, 0.01, -0.02], [-0.01, -0.01, -0.01], [0.02, -0.01, 0.00], [-0.01, 0.02, 0.08], [-0.05, 0.16, -0.41], [0.01, -0.06, 0.06], [0.20, 0.02, -0.15], [-0.01, -0.17, 0.55], [0.01, 0.00, 0.00], [0.00, 0.00, 0.01], [-0.01, 0.02, -0.02], [0.01, 0.01, -0.05], [-0.03, -0.03, 0.07], [-0.03, -0.04, -0.03], [0.03, -0.01, 0.04], [0.00, -0.03, -0.03], [0.63, 0.38, -0.39]]
}

=====

Record 4
{
  "formula": "C16H23NO4",
  "method": "the ωB97M-V functional and the def2-TZVPD basis",
  "orbital_gap_ha": 0.3231,
  "smiles": "CC1(C)C[C@@](O)(CNCc2ccc3c(c2)OCO3)CCO1",
  "relative_energy_kj_mol": 200.9,
  "total_energy_ha": -979.175323,
  "homo_ev": -8.0781,
  "elements": ["C", "H", "H", "H", "C", "C", "H", "H", "H", "C", "H", "H", "C", "C", "C", "O", "H", "H", "H", "H", "O", "H", "C", "N", "H", "C", "C", "C", "C", "C", "C", "C", "H", "O", "C", "O", "H", "H", "H", "H", "H", "H", "H", "H"],
  "xyz": [[4.451867, 1.140539, 0.404259], [4.719197, 0.188836, -0.044809], [4.758737, 1.133857, 1.447212], [4.984630, 1.935316, -0.112756], [2.940301, 1.394574, 0.307884], [2.593406, 2.671080, 1.080540], [1.542851, 2.910076, 0.941243], [3.185268, 3.499136, 0.701172], [2.795092, 2.542212, 2.140334], [2.137220, 0.214581, 0.890564], [2.558527, -0.057899, 1.861746], [1.104887, 0.534359, 1.039571], [2.084371, -1.021995, -0.018478], [1.694307, -0.584450, -1.431114], [2.601289, 0.551960, -1.897655], [2.543982, 1.660695, -1.032956], [2.269555, 0.930598, -2.867629], [3.629242, 0.181481, -1.997675], [1.788580, -1.430714, -2.111202], [0.660636, -0.242622, -1.407154], [3.332865, -1.688362, -0.108869], [3.612242, -1.937078, 0.779463], [1.039410, -2.022697, 0.542835], [-0.287230, -1.435451, 0.603693], [-0.614396, -1.360637, 1.559416], [-1.300553, -2.093190, -0.202094], [-2.595746, -1.326673, -0.144389], [-3.808152, -1.987807, -0.034230], [-5.021711, -1.303621, 0.009936], [-4.967581, 0.066002, -0.052373], [-3.749653, 0.740682, -0.158520], [-2.554759, 0.070144, -0.209538], [-1.615965, 0.590258, -0.289334], [-3.981831, 2.090695, -0.198178], [-5.381718, 2.245862, -0.119842], [-5.991894, 0.976887, -0.023621], [-5.637448, 2.845783, 0.768603], [-5.747039, 2.763027, -1.022000], [-5.961466, -1.822777, 0.093149], [-3.820501, -3.066286, 0.015566], [-1.477830, -3.139358, 0.103508], [-0.939532, -2.109006, -1.236694], [1.378757, -2.342620, 1.536680], [1.047795, -2.905394, -0.106255]],
  "atomic_forces_ev_per_a": [[-0.27, 0.02, -0.29], [0.09, -0.03, 0.01], [0.05, -0.02, 0.12], [0.06, 0.12, -0.01], [0.10, 0.11, 0.63], [0.06, -0.33, -0.34], [-0.14, 0.02, 0.01], [0.09, 0.13, -0.01], [0.03, 0.00, 0.14], [0.16, 0.03, -0.49], [-0.01, -0.04, 0.10], [-0.01, 0.04, 0.06], [-0.75, 0.01, 0.22], [0.48, 0.18, 0.28], [-0.12, -0.30, -0.27], [-0.09, 0.16, 0.15], [0.10, -0.10, 0.04], [-0.05, 0.06, -0.04], [-0.05, -0.10, -0.05], [-0.07, 0.01, -0.04], [0.23, -0.19, -0.09], [0.01, 0.02, -0.02], [0.33, 0.31, -0.27], [-0.09, -0.10, 0.32], [0.02, 0.01, -0.09], [-0.04, -0.09, -0.06], [-0.08, -0.19, 0.06], [0.21, -0.02, -0.02], [-0.23, 0.38, -0.02], [0.51, 0.11, -0.04], [-0.41, -0.39, 0.01], [-0.25, 0.30, -0.02], [0.16, 0.10, 0.01], [0.44, -0.26, -0.02], [-0.63, 1.11, -0.01], [-0.01, -0.50, 0.04], [0.10, -0.20, -0.16], [0.12, -0.19, 0.17], [-0.13, -0.07, 0.02], [0.04, -0.12, 0.03], [0.01, 0.13, -0.13], [0.02, -0.08, 0.05], [-0.02, -0.01, -0.04], [0.03, 0.00, 0.06]]
}

=====

Record 5
{
  "formula": "C2HAsN9ReS8",
  "method": "the ωB97M-V functional and the def2-TZVPD basis",
  "orbital_gap_ha": [0.2142, 0.2247],
  "total_energy_ha": -6069.224599,
  "homo_ev": [-8.9782, -8.9799],
  "elements": ["Re", "S", "S", "S", "S", "N", "C", "N", "N", "N", "N", "C", "N", "N", "N", "N", "H", "S", "As", "S", "S", "S"],
  "xyz": [[0.336279, 0.510481, 0.476340], [-0.779965, 2.055056, 1.526062], [-1.396434, 1.452875, 3.461233], [-0.684896, -0.398552, 3.752231], [0.349579, -0.975246, 2.112047], [2.884989, 1.772803, -1.605082], [3.210809, 0.927983, -0.595974], [4.418155, 0.479330, -0.369724], [4.290669, -0.336852, 0.711479], [3.102385, -0.392405, 1.128217], [2.324973, 0.423054, 0.305476], [1.631856, 2.302467, -1.771209], [1.324024, 3.250561, -2.624864], [0.015184, 3.493330, -2.395220], [-0.440287, 2.744590, -1.464009], [0.577789, 1.937534, -1.038481], [3.629626, 2.115612, -2.190858], [1.794820, -0.975949, -3.274547], [0.543075, -2.196268, -4.271428], [-0.958751, -0.769482, -0.817018], [-1.366090, 0.170040, -2.648980], [-1.561990, -1.515062, -3.775891]],
  "atomic_forces_ev_per_a": [[0.01, -0.07, -0.02], [-0.14, 0.06, 0.13], [0.03, 0.00, -0.06], [0.00, 0.01, -0.01], [0.01, 0.06, -0.03], [-0.01, 0.02, 0.00], [-0.01, 0.00, 0.02], [0.02, -0.06, 0.01], [-0.03, 0.06, 0.00], [0.02, 0.01, -0.06], [0.00, -0.10, -0.01], [0.03, -0.04, -0.04], [-0.04, 0.06, 0.03], [0.01, -0.08, 0.00], [0.06, 0.06, -0.02], [-0.04, -0.01, 0.04], [0.00, 0.00, 0.01], [0.01, 0.00, 0.00], [0.00, 0.01, 0.00], [0.07, 0.01, 0.02], [0.01, -0.01, -0.02], [-0.02, 0.00, 0.02]]
}

=====

Record 6
{
  "formula": "C3H4ClF",
  "method": "the ωB97M-V functional and the def2-TZVPD basis",
  "orbital_gap_ha": 0.3903,
  "smiles": "C=C[C@@H](F)Cl",
  "relative_energy_kj_mol": 200.6,
  "total_energy_ha": -676.665062,
  "homo_ev": -10.2264,
  "elements": ["C", "C", "C", "H", "H", "H", "H", "F", "Cl"],
  "xyz": [[-0.865920, 0.614652, 0.217397], [0.083641, -0.526666, 0.083505], [1.370388, -0.370196, -0.360241], [-1.106426, 0.770870, 1.337819], [-0.364718, -1.423547, 0.747604], [2.364723, -0.952782, -0.443278], [1.894467, 0.408943, -1.006627], [-0.796890, 1.794069, -0.261566], [-2.579269, -0.315346, -0.314609]],
  "atomic_forces_ev_per_a": [[-3.11, -3.16, 3.80], [2.34, -0.45, 0.92], [1.64, -0.15, -1.50], [0.33, -0.67, -1.63], [1.57, 2.02, -1.89], [-2.48, -0.95, 1.30], [-2.38, 0.53, 0.99], [0.88, 1.62, -2.18], [1.21, 1.20, 0.19]]
}